Entry 1:
178
Properties=species:S:1:pos:R:3 method="wB97M-V/def2-TZVPD" total_charge=+2 lumo_energy_ev=-4.1 multiplicity=1 e_above_lowest_kcal_mol=89.5 homo_lumo_gap_ev=4.65 total_energy_ev=-88621.539 homo_energy_ev=-8.7
C -4.48768 3.25383 7.26637
C -3.13194 2.73556 6.75781
C -2.39360 3.59932 5.86406
C -1.38353 4.57182 6.55418
N -0.33180 5.14796 5.51981
C 0.57309 6.21898 6.14229
C 1.95427 6.14644 5.55284
C 2.06944 4.82754 4.71253
C 0.83167 4.03337 5.28727
C -0.85914 5.68915 4.17510
H -4.88035 2.61726 8.05927
H -5.19766 3.36987 6.44749
H -4.28995 4.21084 7.74920
H -3.30577 1.73889 6.35218
H -2.63087 2.35550 7.64809
H -3.07640 4.20394 5.26715
H -1.86585 3.08577 5.06042
H -0.99504 4.26157 7.52419
H -1.94811 5.47946 6.76762
H -0.02171 7.13145 6.10099
H 0.52268 5.97459 7.20334
H 1.98967 7.06456 4.96641
H 2.71239 6.21727 6.33279
H 2.05330 4.84662 3.62282
H 2.96089 4.30844 5.06461
H 0.47573 3.28397 4.58029
H 0.88749 3.64457 6.30404
H -1.15788 4.86643 3.52550
H -0.04655 6.23271 3.69308
H -1.63987 6.43802 4.30836
C -6.32761 0.00475 -2.44404
C -5.37850 1.14395 -2.64928
C -4.69060 1.55549 -1.27691
C -5.56231 1.95692 -0.14400
N -4.79945 2.47084 1.13334
C -4.11095 1.28695 1.81969
C -3.98386 1.64808 3.28132
C -5.18282 2.63232 3.57042
C -5.86129 2.83162 2.21573
C -3.82078 3.65175 0.90327
H -5.95096 -0.49096 -1.54933
H -6.33946 -0.73123 -3.24796
H -7.32431 0.35008 -2.16939
H -5.75120 2.03790 -3.14932
H -4.60751 0.81917 -3.34798
H -3.95107 2.34091 -1.43284
H -4.13998 0.67485 -0.94617
H -6.19701 1.16991 0.26328
H -6.12420 2.86236 -0.37326
H -3.16420 1.11631 1.30721
H -4.77679 0.43565 1.67807
H -3.03433 2.05370 3.63056
H -4.08169 0.68322 3.77890
H -4.89992 3.59651 3.99278
H -5.92253 2.16429 4.21994
H -6.32611 3.81336 2.12503
H -6.74581 2.20685 2.09172
H -4.32003 4.45069 0.35506
H -2.93174 3.38082 0.33380
H -3.59736 3.94793 1.92819
C 2.17545 -0.60840 2.02754
C 1.53487 -1.37045 0.84793
C 1.76585 -2.89304 1.02807
C 1.40047 -3.76819 -0.16919
P 2.09823 -5.43963 -0.23922
C 3.87055 -5.41208 0.20656
C 4.69916 -6.68677 -0.05673
C 6.05251 -6.60045 0.68997
C 6.79849 -7.93319 0.42417
C 1.88410 -6.07525 -1.93635
C 0.57550 -6.89883 -2.28381
C 0.98164 -8.01226 -3.25892
C 1.85622 -7.65158 -4.43750
C 1.24279 -6.56684 0.95579
C -0.28913 -6.33252 1.11852
C -1.05091 -7.58958 1.42451
C -0.44405 -8.46779 2.54033
H 1.47004 -0.54643 2.85619
H 2.34748 0.43044 1.74592
H 3.07347 -1.08786 2.41712
H 1.98785 -1.10863 -0.10829
H 0.46423 -1.16599 0.84179
H 1.08285 -3.14298 1.83996
H 2.80358 -2.95899 1.35496
H 1.84728 -3.24250 -1.01305
H 0.32912 -3.74525 -0.36863
H 3.76734 -5.11305 1.24965
H 4.42570 -4.56757 -0.20176
H 4.80588 -6.81659 -1.13370
H 4.07258 -7.50149 0.30620
H 5.91854 -6.36068 1.74480
H 6.66850 -5.76671 0.35303
H 6.22727 -8.85998 0.37065
H 7.61171 -8.10925 1.12829
H 7.20341 -7.92911 -0.58782
H 2.62974 -6.86950 -1.90043
H 2.12973 -5.22435 -2.57175
H -0.09411 -6.10687 -2.61925
H 0.05949 -7.46588 -1.50903
H -0.01232 -8.35467 -3.54685
H 1.55265 -8.73668 -2.67817
H 2.08073 -8.52760 -5.04601
H 2.85285 -7.26485 -4.22475
H 1.41605 -6.96929 -5.16470
H 1.75355 -6.56614 1.91871
H 1.52287 -7.54224 0.55797
H -0.64433 -5.90026 0.18306
H -0.44829 -5.52409 1.83211
H -1.01834 -8.19727 0.52021
H -2.10205 -7.40102 1.64285
H 0.51716 -8.93743 2.33150
H -1.14048 -9.22950 2.89087
H -0.22225 -7.80974 3.38049
C 2.25916 2.35348 -7.50065
C 3.31989 1.56649 -6.74392
C 3.03258 1.41600 -5.23959
C 1.81157 0.55517 -4.91482
P 1.04825 0.81442 -3.27253
C 2.38824 1.01382 -1.99022
C 3.39475 -0.04533 -2.06268
C 4.77370 0.24947 -1.37832
C 4.89464 0.80088 0.07147
C 0.37933 2.52398 -3.29539
C -0.50373 2.95431 -4.54388
C -1.12213 4.33995 -4.41190
C -2.23555 4.34294 -3.42084
C -0.33504 -0.30543 -2.81836
C -1.22172 -0.89234 -4.03465
C -2.37444 -1.72684 -3.50004
C -3.46291 -1.96031 -4.57565
H 2.47996 2.33811 -8.56795
H 2.26934 3.42921 -7.32511
H 1.27712 1.90602 -7.34745
H 3.32256 0.58848 -7.22515
H 4.26259 2.09682 -6.87875
H 3.96541 1.18597 -4.72478
H 2.84323 2.41157 -4.83823
H 1.04154 0.56366 -5.68623
H 2.16304 -0.46246 -4.74449
H 1.83179 1.00412 -1.05300
H 2.82583 2.00966 -2.06034
H 3.65467 -0.26846 -3.09745
H 3.00924 -1.01873 -1.75942
H 5.28589 1.01943 -1.95532
H 5.34851 -0.67325 -1.45764
H 5.91105 1.15117 0.25118
H 4.61191 0.08853 0.84653
H 4.21225 1.61336 0.32110
H -0.04002 2.65878 -2.29836
H 1.20534 3.23363 -3.34228
H 0.16617 2.96247 -5.40368
H -1.34014 2.32092 -4.83941
H -0.42008 5.07668 -4.02145
H -1.32043 4.75352 -5.40071
H -2.95556 3.53822 -3.56956
H -2.84336 5.22701 -3.61348
H -1.95849 4.32243 -2.36684
H -0.84501 0.18043 -1.98651
H -0.01609 -1.24386 -2.36481
H -0.68840 -1.47887 -4.78276
H -1.62140 -0.07074 -4.62906
H -2.92360 -1.12337 -2.77729
H -2.06312 -2.67930 -3.07110
H -3.56129 -1.05395 -5.17308
H -4.44985 -2.26196 -4.22485
H -3.14815 -2.68948 -5.32219
C 1.56446 3.06396 1.21274
C 0.20307 2.49403 1.21252
O -0.06679 1.68351 0.34153
O -0.63837 2.79735 2.11302
H 2.01148 2.86690 2.18713
H 1.45930 4.13528 1.04151
H 2.29074 2.60444 0.54233
O 1.38957 6.81894 0.05192
C 2.25448 7.63938 0.70941
O 2.38164 7.44876 1.91200
O 2.92393 8.43194 0.02901
H 1.11405 6.26568 0.78649



Entry 2:
18
Properties=species:S:1:pos:R:3 method="wB97M-V/def2-TZVPD" total_charge=0 lumo_energy_ev=0.3 multiplicity=1 smiles="CC=S(N)(O)=CC" e_above_lowest_kcal_mol=174.0 homo_lumo_gap_ev=7.72 total_energy_ev=-18692.375 homo_energy_ev=-7.5
C -0.60147 2.01919 -1.85070
C -0.75457 1.23362 -0.59141
S 0.20049 0.06362 -0.02010
N 0.46769 -0.99749 -1.35788
O 1.90543 0.53248 -0.08942
C -1.00309 -1.02261 1.42554
C 0.04554 -1.82468 2.17194
H 0.28892 1.37844 -2.24814
H -1.46091 1.97105 -2.62594
H -0.27672 2.95926 -1.56937
H -1.36848 1.69368 0.20154
H -0.47645 -1.49667 -1.45174
H 1.38129 -1.53939 -1.27472
H 2.05415 1.44286 0.28249
H -1.23778 -0.22207 2.06310
H -0.44801 -2.64144 2.69099
H 0.68603 -2.37774 1.47143
H 0.59795 -1.17210 2.77240



Entry 3:
43
Properties=species:S:1:pos:R:3 method="wB97M-V/def2-TZVPD" total_charge=0 lumo_energy_ev=0.4 multiplicity=1 smiles="CC[C@H](C)[C@H](NC(=O)[C@@H](N)Cc1ccc(O)cc1)C(=O)O" e_above_lowest_kcal_mol=67.0 homo_lumo_gap_ev=9.08 total_energy_ev=-27081.174 homo_energy_ev=-8.7
C 1.96469 1.36244 -1.01269
C 2.08630 1.21185 0.51104
C 1.59108 -0.18731 0.91656
C 1.47252 -0.45588 2.37694
C 2.03783 -1.42097 0.09769
N 0.91693 -2.37690 0.26423
C -0.24851 -2.52408 -0.49650
O -0.77181 -3.59717 -0.64329
C -1.04428 -1.30778 -0.90169
N -1.79546 -1.61725 -2.07914
C -1.87217 -0.64854 0.24414
C -2.05550 0.84059 0.10180
C -2.41543 1.40084 -1.10129
C -2.78569 2.76724 -1.28119
C -2.61593 3.55602 -0.14356
O -2.87855 4.94529 -0.19674
C -2.46561 3.05640 1.14380
C -1.99045 1.75190 1.20562
C 3.37505 -2.00158 0.39568
O 3.47832 -3.11560 0.87547
O 4.39244 -1.27867 -0.04388
H 1.94186 0.46504 -1.54049
H 1.06655 1.90756 -1.20994
H 2.80640 1.96021 -1.35072
H 3.16223 1.17470 0.96510
H 1.53152 1.95107 1.03280
H 0.52569 -0.22315 0.57118
H 2.44955 -0.51176 2.97164
H 1.04434 -1.43457 2.45678
H 0.87413 0.32590 2.82766
H 2.06021 -1.12634 -0.90295
H 1.20279 -3.29739 0.48305
H -0.26663 -0.51059 -1.17050
H -1.14137 -1.98838 -2.73891
H -2.29276 -2.40489 -1.79780
H -2.79760 -1.26937 0.27890
H -1.31857 -0.86545 1.19932
H -2.44837 0.79273 -2.01477
H -2.99071 3.27088 -2.25304
H -3.14467 5.13697 -1.12665
H -2.48415 3.66759 2.06842
H -1.67345 1.35228 2.20635
H 4.07614 -0.45154 -0.52160



Entry 4:
70
Properties=species:S:1:pos:R:3 method="wB97M-V/def2-TZVPD" total_charge=+3 lumo_energy_ev=-11.6 multiplicity=1 e_above_lowest_kcal_mol=25.7 homo_lumo_gap_ev=3.94 total_energy_ev=-42267.193 homo_energy_ev=-15.5
Ta -0.00089 -0.26349 0.07270
C 0.01431 1.89482 2.39573
C 0.59034 0.62531 3.02490
O -0.01006 -0.53527 2.40194
C 0.61749 -1.77789 2.78484
C 0.24073 -2.88151 1.78534
O 0.43040 -2.37499 0.44644
C 0.87877 -3.24540 -0.60753
C 1.15544 -2.37942 -1.85759
O 0.13401 -1.36918 -1.97108
C 0.28543 -0.41620 -3.05003
C -0.74926 0.69899 -2.83500
O -0.70180 1.24670 -1.50268
C -0.11849 2.55355 -1.30615
C -0.31607 2.90237 0.17543
O 0.18141 1.79911 0.96491
H 0.57599 2.75390 2.77757
H -1.04675 2.02180 2.64731
H 0.37754 0.62023 4.09969
H 1.67971 0.61356 2.84931
H 0.27604 -2.06567 3.78614
H 1.70531 -1.64006 2.79210
H -0.81290 -3.16417 1.90350
H 0.88307 -3.74974 1.96379
H 0.10371 -3.99421 -0.81052
H 1.80370 -3.76306 -0.32372
H 1.14732 -3.01717 -2.74935
H 2.13815 -1.89681 -1.78328
H 0.09575 -0.91373 -4.00626
H 1.30067 -0.00970 -3.04142
H -1.75596 0.27597 -2.92780
H -0.60373 1.48066 -3.58469
H -0.62920 3.28547 -1.94127
H 0.94728 2.52702 -1.55420
H -1.38305 3.06149 0.38733
H 0.23914 3.81498 0.42048
N 3.55966 1.65612 2.22095
C 4.19260 1.95381 0.93935
C 4.05544 0.75450 -0.02791
C 2.64549 0.26998 -0.04405
O 1.85202 0.58020 -0.98277
O 2.17757 -0.44984 0.86856
H 3.63866 2.47677 2.81536
H 4.08875 0.91860 2.68107
H 5.26180 2.17768 1.03224
H 3.69979 2.83015 0.50742
H 4.70163 -0.05790 0.30804
H 4.34369 1.07440 -1.02784
C -2.53179 -3.61930 -3.48000
N -3.12164 -2.70202 -2.54210
C -4.53333 -2.50651 -2.70813
C -2.57148 -2.82653 -1.20049
C -3.03284 -1.77619 -0.21252
C -4.33294 -1.94003 0.27322
C -4.91858 -1.02244 1.12335
C -4.19337 0.10168 1.47502
C -2.88963 0.23643 1.03078
C -2.22404 -0.70206 0.22067
H -2.91990 -3.42658 -4.47636
H -2.76762 -4.66185 -3.23353
H -1.44857 -3.50559 -3.49758
H -4.75168 -2.35138 -3.76355
H -4.86693 -1.63541 -2.14681
H -5.11414 -3.37803 -2.37762
H -1.49286 -2.77355 -1.32594
H -2.82736 -3.82038 -0.79487
H -4.89947 -2.81196 -0.01839
H -5.91970 -1.17490 1.49424
H -4.62887 0.85812 2.10815
H -2.37368 1.13557 1.33689



Entry 5:
18
Properties=species:S:1:pos:R:3 method="wB97M-V/def2-TZVPD" total_charge=+1 lumo_energy_ev=-3.5 multiplicity=1 e_above_lowest_kcal_mol=75.5 homo_lumo_gap_ev=10.24 total_energy_ev=-7767.355 homo_energy_ev=-13.8
C -0.51154 0.81759 0.98774
C -2.71243 -0.29969 -0.08289
C -0.97681 -0.07414 -0.04831
N 0.95932 -0.51882 -1.40451
N -0.36052 -0.68452 -0.95993
N 2.81456 0.13289 0.31581
H 0.44104 1.26280 0.78337
H -0.55310 0.36825 2.04853
H -1.20499 1.63332 0.94445
H -2.81077 -1.19929 0.49491
H -3.13807 -0.31117 -1.07722
H -2.92298 0.45964 0.58441
H 1.58542 -0.16935 -0.54990
H 1.31987 -1.37233 -1.86177
H -0.99461 -0.79306 -1.76356
H 2.48566 0.51824 1.18333
H 3.25042 0.90262 -0.11859
H 3.32954 -0.67299 0.52413



Entry 6:
94
Properties=species:S:1:pos:R:3 method="wB97M-V/def2-TZVPD" total_charge=-1 lumo_energy_ev=1.5 multiplicity=1 homo_lumo_gap_ev=3.56 total_energy_ev=-1013964.811 homo_energy_ev=-2.1
C -4.98340 5.23751 0.38248
C -4.64632 5.06874 -1.21062
C -4.44194 3.46000 -1.49480
C -3.46737 6.03416 -1.79467
C -2.12876 6.17884 -0.86454
C -2.28866 7.30051 0.36678
C -1.49465 4.76016 -0.32673
O -0.74454 4.17060 -1.46159
N -1.24042 2.93608 -1.65493
C -0.23710 1.86358 -1.29419
C -0.25870 1.44198 0.29340
C -1.29149 0.25855 0.80011
C -1.24523 -0.17176 2.39542
C -0.24349 0.50521 3.51298
C 0.74086 1.72513 2.96384
C 0.74803 2.19608 1.37981
H -6.04712 4.72749 0.56023
H -5.17457 6.40165 0.56399
H -4.15466 4.83805 1.10613
H -5.64453 5.36876 -1.79339
H -3.92154 2.87244 -0.61785
H -5.49796 2.92318 -1.64603
H -3.83439 3.27560 -2.48670
H -3.15024 5.64465 -2.87300
H -3.93118 7.11761 -1.91895
H -1.28985 6.65157 -1.57169
H -3.28643 7.91683 0.24109
H -1.40683 8.06907 0.39529
H -2.40916 6.70640 1.39317
H -0.66660 5.04151 0.48620
H -2.25997 4.03483 0.17751
H -0.46721 0.93432 -1.97196
H 0.84154 2.32405 -1.51019
H -2.03801 -0.26964 0.04422
H -1.97909 -1.03966 2.75958
H -0.22559 0.14958 4.63536
H 1.47805 2.29635 3.68087
H 1.45172 3.06798 0.96917
Br -0.91418 9.00150 3.84917
C 1.00086 8.63469 3.89054
C 1.57407 8.56128 2.49437
Br 1.13183 6.86583 1.63768
H 1.13721 7.71401 4.46459
H 1.43841 9.47061 4.44350
H 2.66707 8.58787 2.52429
H 1.21362 9.35571 1.83483
Br -3.66877 4.85136 5.95952
C -1.75373 4.48456 6.00089
C -1.18052 4.41115 4.60472
Br -1.62276 2.71570 3.74803
H -1.61737 3.56387 6.57494
H -1.31618 5.32047 6.55385
H -0.08752 4.43774 4.63464
H -1.54097 5.20557 3.94518
Br 2.17806 -0.25268 3.14728
C 4.09310 -0.61948 3.18865
C 4.66631 -0.69289 1.79248
Br 4.22407 -2.38834 0.93579
H 4.22946 -1.54017 3.76270
H 4.53065 0.21643 3.74161
H 5.75931 -0.66630 1.82240
H 4.30586 0.10153 1.13294
Br -7.17636 2.09166 -6.17495
C -5.75072 3.18168 -5.41136
C -4.39462 2.56654 -5.66793
Br -4.06515 1.06011 -4.47372
H -5.97735 3.30482 -4.34869
H -5.83529 4.15075 -5.91106
H -3.59818 3.28309 -5.44775
H -4.27213 2.19651 -6.68974
Br 3.59589 -5.56820 -0.89459
C 5.51093 -5.93501 -0.85322
C 6.08413 -6.00842 -2.24939
Br 5.64190 -7.70387 -3.10608
H 5.64728 -6.85569 -0.27917
H 5.94847 -5.09910 -0.30026
H 7.17713 -5.98183 -2.21946
H 5.72369 -5.21400 -2.90892
Br 1.63467 -10.79494 -1.19932
C 2.69547 -10.09082 -2.67667
C 3.01113 -11.16974 -3.68639
Br 4.43357 -12.34100 -3.04695
H 3.58638 -9.63155 -2.23948
H 2.07398 -9.31157 -3.12664
H 3.39798 -10.73156 -4.61083
H 2.15456 -11.80739 -3.92241
Br 1.66279 -14.89593 -2.58037
C 3.06217 -15.95541 -1.73017
C 2.82489 -16.08263 -0.24330
Br 3.31220 -14.44223 0.69247
H 4.01621 -15.48217 -1.97844
H 3.01064 -16.93480 -2.21401
H 3.46863 -16.85608 0.18520
H 1.78407 -16.29922 0.01319